{"formula": "C99H209N10O27", "method": "ωB97M-V/def2-TZVPD", "homo_lumo_gap_ha": 0.2494, "total_charge": 1, "e_lumo_ev": -1.55, "spin_multiplicity": 1, "largest_force_ev_per_a": 7.98, "symbols": ["C", "C", "C", "N", "C", "C", "C", "C", "C", "C", "H", "H", "H", "H", "H", "H", "H", "H", "H", "H", "H", "H", "H", "H", "H", "H", "H", "H", "H", "H", "C", "C", "C", "N", "C", "C", "C", "C", "C", "C", "H", "H", "H", "H", "H", "H", "H", "H", "H", "H", "H", "H", "H", "H", "H", "H", "H", "H", "H", "H", "C", "C", "C", "N", "C", "C", "C", "C", "C", "C", "H", "H", "H", "H", "H", "H", "H", "H", "H", "H", "H", "H", "H", "H", "H", "H", "H", "H", "H", "H", "C", "C", "C", "N", "C", "C", "C", "C", "C", "C", "H", "H", "H", "H", "H", "H", "H", "H", "H", "H", "H", "H", "H", "H", "H", "H", "H", "H", "H", "H", "C", "C", "C", "N", "C", "C", "C", "C", "C", "C", "H", "H", "H", "H", "H", "H", "H", "H", "H", "H", "H", "H", "H", "H", "H", "H", "H", "H", "H", "H", "C", "C", "C", "N", "C", "C", "C", "C", "C", "C", "H", "H", "H", "H", "H", "H", "H", "H", "H", "H", "H", "H", "H", "H", "H", "H", "H", "H", "H", "H", "C", "C", "C", "N", "C", "C", "C", "C", "C", "C", "H", "H", "H", "H", "H", "H", "H", "H", "H", "H", "H", "H", "H", "H", "H", "H", "H", "H", "H", "H", "C", "C", "C", "N", "C", "C", "C", "C", "C", "C", "H", "H", "H", "H", "H", "H", "H", "H", "H", "H", "H", "H", "H", "H", "H", "H", "H", "H", "H", "H", "C", "C", "C", "N", "C", "C", "C", "C", "C", "C", "H", "H", "H", "H", "H", "H", "H", "H", "H", "H", "H", "H", "H", "H", "H", "H", "H", "H", "H", "H", "C", "C", "C", "N", "C", "C", "C", "C", "C", "C", "H", "H", "H", "H", "H", "H", "H", "H", "H", "H", "H", "H", "H", "H", "H", "H", "H", "H", "H", "H", "O", "C", "O", "O", "H", "O", "C", "O", "O", "H", "O", "C", "O", "O", "H", "O", "C", "O", "O", "H", "O", "C", "O", "O", "H", "O", "C", "O", "O", "H", "O", "C", "O", "O", "H", "O", "C", "O", "O", "H", "O", "C", "O", "O", "H"], "xyz": [[3.01, 7.26, 0.37], [3.46, 5.94, 0.92], [4.86, 5.62, 0.30], [5.29, 4.12, 0.57], [4.38, 3.04, 0.04], [4.86, 1.60, 0.23], [5.18, 1.34, 1.70], [6.06, 2.49, 2.44], [5.57, 3.94, 2.08], [6.60, 3.98, -0.27], [3.63, 8.08, 0.73], [2.03, 7.69, 0.59], [3.15, 7.30, -0.71], [2.85, 5.11, 0.56], [3.35, 6.06, 2.00], [5.56, 6.40, 0.58], [4.84, 5.88, -0.76], [3.53, 3.24, 0.69], [4.12, 3.30, -0.98], [4.02, 0.96, -0.03], [5.67, 1.40, -0.48], [4.24, 1.35, 2.26], [5.53, 0.33, 1.94], [6.11, 2.30, 3.51], [7.05, 2.32, 2.01], [4.69, 4.17, 2.67], [6.38, 4.65, 2.22], [6.92, 2.94, -0.15], [7.37, 4.72, -0.05], [6.38, 4.11, -1.33], [0.66, 3.38, -1.32], [0.25, 2.37, -0.26], [0.78, 0.94, -0.55], [0.07, -0.21, 0.25], [0.61, -1.52, -0.27], [0.15, -2.80, 0.53], [0.45, -2.58, 2.03], [-0.03, -1.26, 2.69], [0.35, -0.06, 1.78], [-1.53, -0.05, 0.16], [1.74, 3.34, -1.43], [0.39, 4.32, -0.84], [0.31, 3.31, -2.36], [-0.83, 2.54, -0.20], [0.63, 2.62, 0.73], [1.82, 0.92, -0.23], [0.63, 0.66, -1.60], [1.68, -1.39, -0.10], [0.19, -1.66, -1.27], [0.77, -3.66, 0.26], [-0.87, -3.09, 0.26], [1.54, -2.58, 2.05], [0.14, -3.44, 2.62], [0.43, -1.12, 3.66], [-1.11, -1.17, 2.80], [1.44, -0.12, 1.77], [-0.04, 0.94, 2.01], [-1.79, 0.87, 0.68], [-1.98, -1.01, 0.40], [-1.75, 0.21, -0.87], [-2.06, 1.79, 6.60], [-2.48, 1.72, 5.04], [-3.94, 1.19, 4.91], [-4.54, 0.92, 3.48], [-4.06, -0.41, 2.88], [-4.81, -0.92, 1.68], [-6.39, -1.00, 2.05], [-6.86, 0.38, 2.45], [-6.10, 0.98, 3.59], [-4.08, 1.99, 2.45], [-1.01, 2.00, 6.79], [-2.30, 0.80, 6.99], [-2.79, 2.52, 6.97], [-1.73, 1.16, 4.49], [-2.57, 2.76, 4.73], [-4.57, 1.95, 5.37], [-4.20, 0.29, 5.48], [-4.18, -1.02, 3.77], [-2.99, -0.25, 2.75], [-4.58, -1.98, 1.64], [-4.67, -0.35, 0.76], [-6.50, -1.75, 2.83], [-6.86, -1.44, 1.17], [-7.88, 0.30, 2.84], [-6.92, 1.07, 1.61], [-6.34, 0.42, 4.49], [-6.34, 2.03, 3.80], [-4.53, 2.89, 2.87], [-4.49, 1.59, 1.52], [-2.99, 2.09, 2.40], [6.65, -1.04, -7.90], [5.19, -0.83, -7.85], [4.74, 0.25, -7.04], [3.20, 0.40, -6.82], [2.83, 1.49, -5.81], [3.06, 1.13, -4.24], [2.54, -0.35, -3.93], [2.92, -1.41, -5.03], [2.53, -0.97, -6.51], [2.52, 0.87, -8.09], [7.03, -1.23, -6.90], [7.18, -0.11, -8.11], [6.91, -1.85, -8.58], [4.75, -1.76, -7.49], [4.64, -0.70, -8.79], [4.92, 1.24, -7.46], [5.23, 0.28, -6.07], [3.49, 2.34, -6.01], [1.77, 1.67, -5.92], [4.14, 1.15, -4.08], [2.51, 1.86, -3.64], [3.00, -0.73, -3.01], [1.49, -0.26, -3.68], [3.99, -1.58, -5.05], [2.57, -2.43, -4.89], [2.60, -1.77, -7.25], [1.45, -0.88, -6.42], [3.04, 1.73, -8.52], [1.45, 1.00, -7.92], [2.70, 0.15, -8.89], [0.00, 4.92, 7.34], [-0.63, 5.11, 5.95], [-0.05, 6.30, 5.13], [-0.90, 6.70, 3.87], [-1.33, 5.43, 3.10], [-1.87, 5.69, 1.65], [-1.01, 6.78, 0.87], [-0.69, 7.96, 1.70], [0.10, 7.53, 3.04], [-2.23, 7.46, 4.39], [-0.41, 5.59, 8.10], [1.04, 5.20, 7.20], [0.00, 3.90, 7.74], [-1.70, 5.35, 5.95], [-0.74, 4.21, 5.35], [0.90, 5.89, 4.79], [0.11, 7.17, 5.77], [-0.29, 5.14, 2.93], [-1.83, 4.69, 3.72], [-2.01, 4.71, 1.19], [-2.87, 6.14, 1.64], [-0.08, 6.28, 0.59], [-1.51, 7.13, -0.04], [-0.13, 8.63, 1.05], [-1.61, 8.51, 1.91], [0.96, 6.87, 2.90], [0.24, 8.38, 3.70], [-2.69, 6.71, 5.02], [-2.85, 7.79, 3.56], [-1.87, 8.23, 5.07], [-2.58, 6.96, -3.95], [-1.17, 6.75, -4.47], [-0.99, 5.60, -5.46], [0.39, 5.45, -6.18], [0.25, 4.30, -7.20], [1.48, 4.22, -8.12], [1.81, 5.54, -8.79], [2.08, 6.61, -7.74], [0.78, 6.77, -6.93], [1.35, 4.97, -5.09], [-2.95, 6.06, -3.46], [-3.36, 7.16, -4.68], [-2.59, 7.63, -3.09], [-0.54, 6.52, -3.61], [-0.72, 7.69, -4.78], [-1.67, 5.72, -6.30], [-1.17, 4.60, -5.05], [-0.51, 4.69, -7.88], [-0.12, 3.37, -6.78], [1.29, 3.40, -8.81], [2.31, 3.94, -7.47], [0.92, 5.68, -9.41], [2.65, 5.50, -9.49], [2.32, 7.52, -8.28], [2.89, 6.32, -7.06], [0.03, 7.16, -7.64], [0.94, 7.59, -6.23], [1.25, 5.62, -4.21], [2.36, 5.02, -5.48], [1.02, 4.03, -4.66], [-0.54, -2.34, -4.20], [-1.84, -2.29, -3.36], [-2.74, -1.15, -3.85], [-4.26, -1.24, -3.41], [-4.89, 0.20, -3.68], [-5.12, 0.51, -5.13], [-5.78, -0.55, -6.01], [-5.10, -1.93, -5.81], [-4.99, -2.37, -4.27], [-4.43, -1.69, -1.91], [-0.32, -1.31, -4.47], [-0.71, -2.90, -5.12], [0.38, -2.65, -3.70], [-1.66, -2.28, -2.28], [-2.26, -3.25, -3.65], [-2.68, -1.14, -4.93], [-2.39, -0.31, -3.24], [-4.17, 0.89, -3.23], [-5.80, 0.28, -3.08], [-4.18, 0.83, -5.59], [-5.84, 1.33, -5.16], [-5.88, -0.37, -7.08], [-6.82, -0.61, -5.67], [-4.05, -1.99, -6.13], [-5.60, -2.74, -6.33], [-4.55, -3.37, -4.18], [-5.98, -2.34, -3.81], [-3.98, -2.68, -1.88], [-5.45, -1.54, -1.56], [-3.84, -1.02, -1.28], [-1.44, -7.39, 1.47], [-2.94, -7.67, 1.13], [-3.91, -6.59, 1.59], [-5.41, -7.02, 1.66], [-6.10, -5.86, 2.29], [-7.60, -6.05, 2.52], [-7.90, -7.29, 3.34], [-7.17, -8.53, 2.83], [-5.64, -8.32, 2.53], [-5.98, -7.37, 0.22], [-0.89, -8.32, 1.35], [-1.23, -7.05, 2.49], [-1.04, -6.50, 0.99], [-3.20, -8.53, 1.75], [-3.09, -8.02, 0.11], [-3.85, -5.67, 1.01], [-3.67, -6.33, 2.62], [-5.67, -5.62, 3.26], [-5.89, -4.96, 1.71], [-7.88, -5.27, 3.23], [-8.18, -6.05, 1.59], [-7.52, -7.19, 4.36], [-8.97, -7.51, 3.41], [-7.14, -9.23, 3.67], [-7.68, -8.89, 1.93], [-5.15, -7.93, 3.43], [-5.19, -9.26, 2.18], [-6.42, -8.36, 0.12], [-5.23, -7.19, -0.55], [-6.82, -6.71, 0.02], [2.79, -6.27, 1.56], [2.93, -5.89, 0.14], [1.94, -6.54, -0.73], [2.11, -6.24, -2.25], [1.28, -7.21, -3.06], [1.83, -8.67, -2.99], [3.25, -8.77, -3.42], [4.07, -7.71, -2.73], [3.51, -6.31, -2.77], [1.52, -4.76, -2.41], [3.42, -5.63, 2.18], [3.17, -7.26, 1.83], [1.79, -6.25, 1.98], [3.99, -6.00, -0.05], [2.94, -4.81, 0.02], [0.92, -6.28, -0.45], [1.96, -7.63, -0.65], [0.28, -7.02, -2.66], [1.29, -6.94, -4.12], [1.73, -9.15, -2.01], [1.32, -9.15, -3.82], [3.75, -9.74, -3.37], [3.28, -8.60, -4.49], [4.12, -8.09, -1.71], [5.10, -7.62, -3.08], [4.13, -5.48, -2.40], [3.39, -6.13, -3.84], [2.33, -4.09, -2.13], [0.62, -4.62, -1.80], [1.36, -4.68, -3.48], [3.30, -2.98, 11.79], [3.08, -2.26, 10.47], [3.26, -3.11, 9.17], [2.68, -2.40, 7.89], [3.35, -1.02, 7.66], [3.15, -0.53, 6.25], [3.54, -1.45, 5.11], [2.73, -2.80, 5.23], [3.05, -3.36, 6.67], [1.17, -2.23, 7.85], [3.72, -3.98, 11.75], [2.34, -3.29, 12.21], [3.92, -2.35, 12.41], [3.94, -1.60, 10.32], [2.22, -1.60, 10.41], [2.61, -3.98, 9.25], [4.28, -3.43, 8.99], [4.43, -1.13, 7.82], [3.09, -0.22, 8.35], [3.74, 0.37, 6.07], [2.11, -0.25, 6.09], [4.58, -1.75, 5.24], [3.43, -1.06, 4.10], [2.98, -3.47, 4.41], [1.66, -2.63, 5.14], [4.14, -3.43, 6.70], [2.72, -4.39, 6.85], [0.62, -1.66, 7.10], [0.91, -2.00, 8.88], [0.78, -3.23, 7.68], [-4.11, -5.94, -2.62], [-2.90, -6.26, -2.21], [-2.35, -7.24, -2.63], [-2.22, -5.36, -1.64], [-3.95, -5.15, -2.09], [-1.05, -5.04, 4.20], [-0.43, -4.88, 5.35], [0.67, -5.46, 5.57], [-0.87, -4.01, 6.18], [-1.91, -4.71, 4.49], [3.33, 3.00, 4.67], [2.40, 3.13, 3.75], [1.95, 4.23, 3.32], [1.91, 2.08, 3.44], [2.83, 2.19, 4.80], [-3.56, -2.87, 6.13], [-4.28, -3.57, 5.28], [-5.38, -3.19, 4.89], [-3.69, -4.48, 4.67], [-2.85, -3.49, 6.00], [-2.63, 3.48, -2.20], [-3.77, 3.31, -1.44], [-4.40, 4.26, -1.09], [-4.04, 2.22, -0.93], [-2.79, 4.42, -2.12], [1.33, 9.73, -1.17], [0.78, 9.01, -2.09], [-0.44, 9.11, -1.91], [1.42, 8.16, -2.76], [0.42, 9.97, -0.96], [3.63, -1.30, 1.37], [4.23, -2.08, 0.44], [4.10, -1.83, -0.79], [4.59, -3.22, 0.87], [3.95, -2.11, 1.76], [5.08, 3.60, -3.86], [5.45, 4.02, -4.99], [5.04, 5.16, -5.25], [6.19, 3.30, -5.70], [4.64, 4.45, -3.82], [-2.21, 2.12, -5.12], [-1.05, 1.51, -5.20], [-0.42, 1.52, -4.12], [-0.70, 0.79, -6.16], [-2.11, 2.30, -4.18]], "lowdin_charge": [-0.103, -0.230, -0.079, -0.206, -0.121, -0.144, -0.146, -0.103, -0.065, 0.036, 0.088, 0.058, 0.079, 0.089, 0.097, 0.133, 0.129, 0.117, 0.128, 0.092, 0.118, 0.086, 0.104, 0.107, 0.092, 0.109, 0.127, 0.087, 0.109, 0.099, -0.076, -0.206, -0.047, -0.193, -0.082, -0.116, -0.148, -0.115, -0.094, 0.052, 0.054, 0.071, 0.057, 0.090, 0.099, 0.118, 0.116, 0.107, 0.108, 0.090, 0.101, 0.099, 0.104, 0.110, 0.083, 0.106, 0.107, 0.072, 0.089, 0.084, -0.054, -0.186, -0.093, -0.217, -0.109, -0.133, -0.140, -0.180, -0.092, 0.044, 0.059, 0.073, 0.075, 0.101, 0.068, 0.125, 0.132, 0.125, 0.097, 0.120, 0.089, 0.106, 0.105, 0.127, 0.126, 0.139, 0.131, 0.109, 0.078, 0.088, -0.077, -0.295, -0.132, -0.195, -0.064, -0.085, -0.151, -0.128, -0.088, -0.007, 0.089, 0.093, 0.088, 0.111, 0.118, 0.139, 0.141, 0.115, 0.097, 0.094, 0.092, 0.086, 0.063, 0.099, 0.091, 0.124, 0.111, 0.103, 0.099, 0.097, -0.064, -0.230, -0.111, -0.223, -0.085, -0.102, -0.177, -0.147, -0.037, 0.076, 0.079, 0.077, 0.061, 0.078, 0.080, 0.107, 0.133, 0.105, 0.099, 0.100, 0.103, 0.099, 0.120, 0.105, 0.109, 0.118, 0.129, 0.080, 0.094, 0.099, -0.077, -0.224, -0.098, -0.190, -0.086, -0.186, -0.189, -0.139, -0.064, 0.047, 0.051, 0.079, 0.077, 0.090, 0.108, 0.128, 0.117, 0.127, 0.116, 0.112, 0.094, 0.115, 0.119, 0.125, 0.113, 0.137, 0.129, 0.096, 0.083, 0.091, -0.069, -0.209, -0.083, -0.176, -0.066, -0.173, -0.171, -0.134, -0.052, 0.039, 0.048, 0.092, 0.042, 0.086, 0.097, 0.125, 0.121, 0.104, 0.130, 0.102, 0.128, 0.117, 0.110, 0.098, 0.112, 0.114, 0.118, 0.083, 0.099, 0.065, -0.068, -0.201, -0.098, -0.198, -0.144, -0.156, -0.191, -0.162, -0.057, 0.065, 0.079, 0.063, 0.056, 0.091, 0.103, 0.129, 0.121, 0.121, 0.133, 0.124, 0.107, 0.121, 0.119, 0.119, 0.105, 0.134, 0.127, 0.097, 0.082, 0.088, -0.084, -0.272, -0.111, -0.215, -0.082, -0.153, -0.216, -0.169, -0.120, 0.062, 0.080, 0.084, 0.081, 0.124, 0.091, 0.123, 0.123, 0.123, 0.136, 0.117, 0.126, 0.126, 0.115, 0.118, 0.129, 0.142, 0.133, 0.096, 0.086, 0.086, -0.089, -0.234, -0.090, -0.196, -0.106, -0.195, -0.170, -0.122, -0.060, 0.020, 0.078, 0.079, 0.081, 0.095, 0.103, 0.133, 0.135, 0.132, 0.132, 0.116, 0.109, 0.114, 0.101, 0.117, 0.089, 0.114, 0.122, 0.105, 0.090, 0.086, 0.080, -0.956, 0.009, -0.088, 0.052, 0.062, -0.823, -0.073, -0.088, 0.035, 0.099, -0.925, -0.050, -0.001, 0.056, 0.097, -0.903, -0.051, -0.052, 0.049, 0.049, -0.915, 0.017, -0.062, 0.063, 0.070, -0.899, -0.050, -0.054, 0.052, 0.033, -0.814, -0.053, -0.039, 0.023, 0.085, -0.981, -0.038, -0.048, 0.075, 0.079, -0.907, -0.055, -0.045, 0.069]}

***

{"formula": "CH6NS", "method": "ωB97M-V/def2-TZVPD", "homo_lumo_gap_ha": [0.3117, 0.3331], "total_charge": 1, "e_lumo_ev": [-4.20, -7.00], "spin_multiplicity": 3, "largest_force_ev_per_a": 4.51, "e_above_lowest_kcal_mol": 42.65, "symbols": ["C", "N", "S", "H", "H", "H", "H", "H", "H"], "xyz": [[0.00, 0.59, 0.31], [-0.71, -0.74, -0.01], [1.02, 0.39, 1.67], [0.69, 0.75, -1.61], [-0.84, 1.37, 0.48], [-1.64, -0.76, 0.53], [-0.09, -1.46, 0.39], [-0.64, -0.62, -1.00], [0.96, 1.74, 1.99]], "lowdin_charge": [-0.628, 0.092, 0.867, 0.160, 0.110, 0.207, 0.142, 0.084, -0.035]}